# C4H16N6

A cluster of 2 separate species, C4H16N6 in total (ωB97M-V/def2-TZVPD, the OMol25 dataset).

Last column: natural (NBO) charge in e.
Positions of all 26 atoms, in Å:
1 C -1.0348 1.2855 1.9465  -0.463
2 C 1.0934 0.0697 1.6317  0.677
3 N 0.2511 1.0324 1.2833  -0.569
4 N 0.6314 -0.9178 2.3937  -0.752
5 N 2.3540 0.1281 1.2027  -0.760
6 H 0.5667 1.8798 0.8383  0.423
7 H -0.3240 -1.1120 2.1625  0.427
8 H 1.2940 -1.5955 2.7356  0.440
9 H 2.7098 1.0719 1.0950  0.420
10 H 3.0713 -0.4737 1.5806  0.435
11 H -1.1668 2.3283 2.2346  0.255
12 H -1.0762 0.8586 2.9409  0.250
13 H -1.8503 1.0855 1.2579  0.216
14 C 0.5748 -1.8551 -1.5262  -0.423
15 C -0.9462 0.0748 -1.7522  0.681
16 N -0.7697 -1.2482 -1.5531  -0.579
17 N 0.0320 0.8966 -2.0940  -0.765
18 N -2.1986 0.5152 -1.5904  -0.752
19 H -1.5189 -1.8412 -1.8736  0.433
20 H 0.9025 0.5858 -2.4605  0.437
21 H -0.1465 1.8843 -2.1699  0.429
22 H -2.8787 -0.1685 -1.3037  0.433
23 H -2.4240 1.4901 -1.6772  0.432
24 H 1.3441 -1.1020 -1.5496  0.206
25 H 0.6517 -2.6609 -2.2461  0.254
26 H 0.6497 -2.3423 -0.5510  0.215

F_max (Eh/bohr): 0.03136
E_HOMO (hartree): -0.654
Relative energy (zero: lowest compared OMol25 entry of this formula, charge and spin) (eV): 0.8014
Calculated total energy (eV): -13334.0556
Total charge: +2
LUMO level (Ha): -0.22733
Kohn-Sham gap (eV): 11.614
2S+1: 1

=====

# C19H15AsCl6MoN3O2

A structure of composition C19H15AsCl6MoN3O2 (ωB97M-V/def2-TZVPD, the OMol25 dataset).

Last column: natural (NBO) charge in e.
Positions of all 47 atoms, in Å:
1 Mo 0.5406 0.2308 -0.6304  1.291
2 C 2.4374 0.6307 3.1616  -0.994
3 As 1.0237 1.6887 2.4670  1.987
4 C 1.6614 3.3394 1.7837  -0.999
5 C -0.2226 2.0339 3.8462  -0.992
6 O 0.1650 0.8127 1.2926  -1.069
7 H 2.9139 1.1471 3.9930  0.268
8 H 3.1674 0.4449 2.3803  0.251
9 H 1.9995 -0.3058 3.4957  0.271
10 H 2.1330 3.8984 2.5899  0.266
11 H 0.8004 3.8838 1.4087  0.263
12 H 2.3733 3.1603 0.9833  0.275
13 H 0.2817 2.4784 4.7019  0.264
14 H -0.6789 1.0894 4.1267  0.270
15 H -0.9780 2.7125 3.4631  0.264
16 Cl 0.8519 -0.9262 -2.9813  0.155
17 C -0.1659 -2.0755 -2.0973  -0.034
18 C -0.3633 -1.6848 -0.7986  -0.353
19 C -1.0807 -2.5539 0.0038  0.053
20 Cl -1.3272 -2.1806 1.6803  0.033
21 C -1.6208 -3.7294 -0.5271  -0.112
22 Cl -2.5552 -4.7677 0.4671  0.086
23 C -1.4221 -4.0542 -1.8735  -0.073
24 Cl -2.1146 -5.4720 -2.5394  0.096
25 C -0.6657 -3.2138 -2.6851  -0.091
26 Cl -0.3699 -3.5424 -4.3391  0.090
27 Cl -1.5046 1.0639 -4.1436  0.038
28 C -2.2276 0.4886 -2.6788  0.002
29 C -3.2305 -0.4461 -2.7812  -0.226
30 C -3.8641 -0.9159 -1.6275  -0.155
31 C -3.5105 -0.4242 -0.3850  -0.234
32 C -2.4832 0.5021 -0.2905  -0.099
33 C -1.7938 0.9603 -1.4220  -0.158
34 C -0.6399 1.8791 -1.2393  -0.612
35 H -3.5309 -0.7981 -3.7602  0.247
36 H -4.6527 -1.6545 -1.7178  0.237
37 H -4.0177 -0.7685 0.5083  0.237
38 H -2.1964 0.8932 0.6752  0.226
39 H -0.8000 2.5849 -0.4315  0.223
40 H -0.3238 2.3871 -2.1458  0.250
41 O 2.2107 1.1758 -0.6448  -0.523
42 N 3.4986 1.3337 -0.5232  0.083
43 C 4.1803 0.2627 -0.2983  -0.075
44 C 3.3961 -0.9420 -0.1603  0.365
45 N 2.3583 -1.4277 -0.1481  -0.317
46 C 5.6052 0.3699 -0.1487  0.220
47 N 6.7423 0.4311 -0.0099  -0.192

F_max (Eh/bohr): 0.04261
⟨S²⟩: 2.03
E_HOMO (alpha / beta) (hartree): -0.424 / -0.423
Relative energy (zero: lowest compared OMol25 entry of this formula, charge and spin) (eV): 0.4811
Calculated total energy (eV): -166331.0134
Total charge: +1
LUMO level (alpha / beta) (Ha): -0.14546 / -0.15605
Kohn-Sham gap (alpha / beta) (eV): 7.568 / 7.257
2S+1: 3

=====

# C19H37Br16F5N3O2S

A cluster of 9 separate species, C19H37Br16F5N3O2S in total (ωB97M-V/def2-TZVPD, the OMol25 dataset).

Last column: Mulliken charge in e.
Positions of all 83 atoms, in Å:
1 N -0.5927 -1.1056 3.2358  -0.382
2 C -1.0522 0.0087 2.5072  0.057
3 N -0.6298 0.2207 1.3038  0.284
4 N -1.9583 0.7959 3.1787  0.141
5 S -3.2483 1.4358 2.2836  1.168
6 O -2.8263 2.3520 1.2794  -0.547
7 O -4.0861 2.0981 3.2282  -0.679
8 C -4.3190 0.1265 1.5056  0.456
9 F -3.6612 -1.0044 1.1969  -0.199
10 F -4.7461 0.6511 0.3596  -0.238
11 C -5.5760 -0.2617 2.3527  0.611
12 F -6.2083 -1.2420 1.6999  -0.213
13 F -5.1810 -0.6713 3.5559  -0.214
14 F -6.4475 0.7311 2.4370  -0.223
15 H 0.3409 -1.3025 2.8671  0.167
16 H -1.1619 -1.9069 2.9738  0.410
17 H -0.7535 1.0734 0.7599  0.261
18 H -0.1042 -0.5357 0.8628  -0.426
19 H -2.2809 0.3552 4.0424  0.401
20 Br 1.5127 0.5527 -2.0434  -0.141
21 C 2.9064 -0.4495 -1.1224  -0.536
22 C 2.6631 -1.9322 -1.1988  -0.432
23 Br 1.2497 -2.4856 0.0237  -0.133
24 H 2.9398 -0.0745 -0.1038  0.476
25 H 3.8324 -0.1914 -1.6314  0.093
26 H 3.5483 -2.4793 -0.8812  0.394
27 H 2.3658 -2.2719 -2.1865  0.282
28 Br 6.2452 1.4149 -1.5829  -0.150
29 C 6.2995 2.8231 -2.9297  -0.543
30 C 5.4060 2.5024 -4.0981  -0.565
31 Br 6.2035 1.1671 -5.2635  -0.090
32 H 7.3407 2.9486 -3.2094  0.390
33 H 5.9529 3.7199 -2.4191  0.383
34 H 5.2683 3.3826 -4.7236  0.373
35 H 4.4345 2.1195 -3.7987  0.244
36 Br -2.5138 -3.2110 -0.7629  -0.095
37 C -2.7737 -3.9113 -2.5620  -0.669
38 C -1.6906 -4.8912 -2.9249  -0.572
39 Br -0.0266 -3.9746 -3.3626  -0.129
40 H -2.8168 -3.0573 -3.2305  0.406
41 H -3.7454 -4.4003 -2.5408  0.366
42 H -1.9590 -5.4425 -3.8236  0.351
43 H -1.4654 -5.5921 -2.1273  0.357
44 Br -1.3974 -3.0112 4.9060  -0.053
45 C -0.1049 -4.0419 5.9503  -0.628
46 C -0.4206 -5.5139 5.9332  -0.601
47 Br -1.9097 -5.9333 7.1082  -0.115
48 H -0.1050 -3.6179 6.9494  0.384
49 H 0.8563 -3.8504 5.4773  0.336
50 H 0.4208 -6.0863 6.3190  0.366
51 H -0.6836 -5.8804 4.9457  0.365
52 Br 0.1970 3.3939 5.5026  -0.144
53 C 0.2569 4.8298 4.1888  -0.540
54 C -0.6222 4.5232 3.0083  -0.577
55 Br 0.2163 3.2120 1.8357  -0.091
56 H 1.2997 4.9696 3.9193  0.341
57 H -0.1031 5.7138 4.7108  0.378
58 H -0.7653 5.4078 2.3913  0.424
59 H -1.5919 4.1229 3.2897  0.286
60 Br 4.6709 2.9551 -8.4026  -0.129
61 C 3.9883 1.5625 -9.5790  -0.568
62 C 3.8973 0.2365 -8.8712  -0.572
63 Br 5.6464 -0.5958 -8.6847  -0.135
64 H 4.6385 1.5359 -10.4477  0.371
65 H 2.9996 1.9039 -9.8792  0.340
66 H 3.3087 -0.4681 -9.4555  0.344
67 H 3.4771 0.3163 -7.8730  0.345
68 Br -11.7976 -1.2902 -0.5763  -0.134
69 C -10.0137 -1.1820 0.1885  -0.599
70 C -8.9581 -1.0987 -0.8820  -0.296
71 Br -8.6438 -2.8314 -1.7127  -0.122
72 H -9.8938 -2.0460 0.8350  0.385
73 H -10.0158 -0.2762 0.7922  0.334
74 H -8.0004 -0.8113 -0.4517  0.021
75 H -9.2148 -0.4090 -1.6799  0.406
76 Br 4.3886 4.0302 1.7712  -0.124
77 C 6.3225 4.0166 2.0069  -0.562
78 C 6.8551 2.6126 2.1038  -0.396
79 Br 6.4963 1.8319 3.8511  -0.133
80 H 6.5364 4.6147 2.8871  0.404
81 H 6.7213 4.5161 1.1262  0.326
82 H 7.9388 2.6084 2.0054  0.359
83 H 6.4239 1.9456 1.3655  0.110

F_max (Eh/bohr): 0.08526
E_HOMO (hartree): -0.419
Calculated total energy (eV): -1173964.4674
Total charge: +1
LUMO level (Ha): -0.13716
Kohn-Sham gap (eV): 7.677
2S+1: 1

=====

# C13H10ClNO6Pt

A structure of composition C13H10ClNO6Pt (ωB97M-V/def2-TZVPD, the OMol25 dataset).

Last column: natural (NBO) charge in e.
Positions of all 32 atoms, in Å:
1 Pt 0.0313 -0.7327 -0.0538  0.609
2 O -0.0185 3.8001 -2.1307  -0.512
3 C -0.4795 2.8777 -1.6032  1.021
4 O -0.9254 1.9482 -1.0752  -0.508
5 C 2.6485 1.4275 -1.6753  1.035
6 O 2.9368 2.3836 -2.2560  -0.489
7 O 2.3512 0.4693 -1.0908  -0.538
8 Cl 2.6806 -1.0762 -4.9589  0.028
9 C 1.4546 -1.3697 -3.7728  0.004
10 C 0.2807 -0.6139 -3.8235  -0.259
11 C -0.6865 -0.8202 -2.8678  -0.125
12 C -0.5077 -1.7934 -1.8568  -0.222
13 C -1.4312 -1.9190 -0.7253  -0.415
14 C 0.6896 -2.5366 -1.8363  -0.079
15 C 1.6731 -2.3195 -2.7967  -0.273
16 H 0.1579 0.1323 -4.5960  0.238
17 H -1.5898 -0.2242 -2.8644  0.236
18 H -1.4324 -2.8639 -0.1897  0.226
19 H -2.4126 -1.4637 -0.8092  0.217
20 H 0.8312 -3.2874 -1.0700  0.241
21 H 2.5995 -2.8751 -2.7783  0.240
22 O 0.3798 -2.5007 2.5095  -0.608
23 C 0.2503 -1.3368 2.8106  0.686
24 C 0.2568 -0.7985 4.2328  -0.518
25 C 0.0243 0.6987 4.0737  -0.516
26 C -0.1003 0.9107 2.5731  0.682
27 O -0.2925 1.9791 2.0351  -0.610
28 N 0.0567 -0.2927 1.9197  -0.732
29 H 1.2088 -1.0495 4.6993  0.236
30 H -0.5253 -1.3058 4.7965  0.236
31 H 0.8445 1.3135 4.4428  0.235
32 H -0.8868 1.0572 4.5516  0.236

F_max (Eh/bohr): 0.01359
E_HOMO (hartree): -0.321
Relative energy (zero: lowest compared OMol25 entry of this formula, charge and spin) (eV): 0.4683
Calculated total energy (eV): -43188.8994
Total charge: 0
LUMO level (Ha): -0.03236
Kohn-Sham gap (eV): 7.861
2S+1: 1